(1)
11
Properties=species:S:1:pos:R:3:nbo_charge:R:1 method="wB97M-V/def2-TZVPD" lumo_ha=0.018 energy_ha=-645.44033 gap_ev=9.4 smiles="O[C@@H]1CN=CS1" homo_energy_ha=-0.326 multiplicity=1
C -1.586 -0.805 -0.243 -0.0464
C 0.718 -0.769 0.072 -0.2927
C 0.446 0.749 0.343 0.0585
N -0.510 -1.430 -0.315 -0.4206
O 1.109 1.378 -0.655 -0.6687
S -1.542 0.899 0.152 0.0484
H -2.633 -1.107 -0.431 0.2087
H 1.210 -0.978 -0.892 0.2471
H 1.073 -1.269 0.983 0.2187
H 0.596 1.026 1.304 0.1736
H 1.119 2.305 -0.318 0.4735

(2)
14
Properties=species:S:1:pos:R:3:nbo_charge:R:1 method="wB97M-V/def2-TZVPD" lumo_ha="-0.172 / -0.301" energy_ha=-249.48278 gap_ev="6.5 / 7.6" total_charge=+1 homo_energy_ha="-0.412 / -0.581" multiplicity=3
C -0.163 -1.269 0.340 0.2787
C 0.983 0.107 -1.446 -0.4261
C 1.560 -0.656 -0.403 -0.0844
C 0.805 0.613 -0.029 -0.0363
C -1.575 0.626 0.965 -0.4497
N -0.422 -0.053 0.454 -0.3599
H -0.746 -2.169 0.816 0.2600
H 1.668 0.599 -2.098 0.2649
H -0.033 -0.277 -1.942 0.2661
H 2.432 -1.168 -0.189 0.2508
H 1.275 1.483 0.227 0.2685
H -2.439 -0.063 1.294 0.2564
H -2.036 1.181 0.105 0.2584
H -1.308 1.048 1.905 0.2528

(3)
15
Properties=species:S:1:pos:R:3:nbo_charge:R:1 method="wB97M-V/def2-TZVPD" lumo_ha=0.021 energy_ha=-287.67722 gap_ev=9.6 smiles="C=N/C=C/C.O" homo_energy_ha=-0.334 multiplicity=1
C -1.173 1.477 -1.994 -0.6638
C -0.353 0.408 -1.178 -0.2174
C 0.573 0.683 -0.144 -0.0909
N 0.853 -0.449 0.742 -0.4444
C 1.629 -1.326 0.195 -0.0216
H -2.309 1.555 -1.581 0.2190
H -0.719 2.573 -1.901 0.2183
H -1.402 1.154 -3.074 0.2241
H -0.903 -0.606 -1.402 0.2094
H 0.687 1.750 0.266 0.2310
H 1.625 -1.634 -0.855 0.1592
H 2.330 -1.925 0.862 0.1780
H -0.294 -1.429 2.603 0.4773
H -0.463 -0.694 3.902 0.4627
O -0.081 -1.539 3.556 -0.9410

(4)
20
Properties=species:S:1:pos:R:3:nbo_charge:R:1 method="wB97M-V/def2-TZVPD" lumo_ha=-0.134 energy_ha=-307.52524 gap_ev=7.8 total_charge=+1 homo_energy_ha=-0.421 multiplicity=1
C 1.390 -0.541 2.487 -0.6699
C 0.813 -1.019 1.204 0.1117
C -0.132 -0.537 0.411 -0.3231
N 1.507 -2.253 0.680 -0.6961
H 0.906 0.375 2.808 0.2698
H 1.267 -1.303 3.262 0.2367
H 2.463 -0.361 2.378 0.2346
H -0.375 -1.073 -0.494 0.2239
H -0.630 0.402 0.602 0.2572
H 1.956 -2.760 1.446 0.4430
H 2.230 -2.006 -0.003 0.4471
H 0.841 -2.885 0.227 0.4510
C -2.129 2.574 -1.301 -0.4845
C -1.878 1.426 -1.921 -0.0176
N -0.600 0.898 -2.197 -0.8466
H -1.333 3.257 -1.023 0.1923
H -3.143 2.880 -1.095 0.2218
H -2.719 0.803 -2.203 0.1969
H 0.107 1.617 -2.133 0.3713
H -0.541 0.506 -3.134 0.3804

(5)
20
Properties=species:S:1:pos:R:3:nbo_charge:R:1 method="wB97M-V/def2-TZVPD" lumo_ha=-0.107 energy_ha=-324.19444 gap_ev=4.6 homo_energy_ha=-0.274 multiplicity=1
C -0.810 -0.100 0.612 -0.2829
N -1.826 -0.819 1.297 -0.4387
C 2.220 1.420 1.192 -0.4426
N 2.007 0.631 -0.074 -0.7833
C -1.129 -0.331 -0.834 -0.0291
C -1.293 -1.836 -1.048 -0.6334
N -0.181 0.407 -1.643 -0.7511
H -0.602 1.018 0.797 0.1943
H 0.143 -0.607 0.752 0.2860
H -2.375 -0.286 1.923 0.3278
H 3.054 0.959 1.724 0.1886
H 1.263 1.524 1.706 0.1869
H 2.508 2.447 0.916 0.1895
H 2.835 0.080 -0.204 0.3346
H -2.083 0.235 -1.058 0.1922
H -0.667 -2.544 -0.475 0.2167
H -1.141 -2.110 -2.056 0.2232
H -2.270 -1.986 -0.588 0.2400
H 0.848 0.538 -1.094 0.4275
H -0.501 1.364 -1.843 0.3537

(6)
19
Properties=species:S:1:pos:R:3:nbo_charge:R:1 method="wB97M-V/def2-TZVPD" lumo_ha="0.003 / 0.020" energy_ha=-993.91117 gap_ev="7.3 / 8.0" homo_energy_ha="-0.266 / -0.275" multiplicity=1
C -1.632 -0.819 -0.303 -0.6943
C 0.522 -2.013 0.429 -0.6717
C 1.731 1.940 0.350 -0.6810
C -0.451 -0.894 0.574 -0.0702
C 0.378 1.528 -0.232 -0.3796
S -1.361 2.742 -2.393 -0.1621
S 0.172 1.357 -1.966 0.1520
H -2.056 0.230 -0.286 0.2254
H -2.572 -1.268 0.114 0.2189
H -1.311 -1.379 -1.179 0.2251
H 1.471 -1.934 1.001 0.2332
H -0.068 -2.970 0.972 0.2039
H 0.644 -2.409 -0.582 0.2215
H 2.657 1.734 -0.310 0.2124
H 1.963 1.522 1.338 0.2224
H 1.865 2.954 0.251 0.2191
H -0.568 -0.330 1.521 0.1915
H -0.451 2.127 0.289 0.2034
H -2.316 2.190 -1.513 0.1298

(7)
11
Properties=species:S:1:pos:R:3:nbo_charge:R:1 method="wB97M-V/def2-TZVPD" lumo_ha=0.000 energy_ha=-322.49539 gap_ev=9.2 smiles="CNC(=O)C=O" homo_energy_ha=-0.339 multiplicity=1
C -1.023 1.359 -0.059 -0.4263
N 0.022 0.379 -0.169 -0.5957
C -0.104 -0.904 0.127 0.5496
O -1.130 -1.505 0.434 -0.6273
C 1.511 -1.566 0.019 0.3699
O 2.489 -0.911 -0.238 -0.4916
H -1.934 0.837 0.238 0.2341
H -0.766 2.098 0.705 0.2005
H -1.185 1.859 -1.016 0.2020
H 0.978 0.641 -0.362 0.4066
H 1.011 -2.481 0.260 0.1782

Repeat the second record exactly.
14
Properties=species:S:1:pos:R:3:nbo_charge:R:1 method="wB97M-V/def2-TZVPD" lumo_ha="-0.172 / -0.301" energy_ha=-249.48278 gap_ev="6.5 / 7.6" total_charge=+1 homo_energy_ha="-0.412 / -0.581" multiplicity=3
C -0.163 -1.269 0.340 0.2787
C 0.983 0.107 -1.446 -0.4261
C 1.560 -0.656 -0.403 -0.0844
C 0.805 0.613 -0.029 -0.0363
C -1.575 0.626 0.965 -0.4497
N -0.422 -0.053 0.454 -0.3599
H -0.746 -2.169 0.816 0.2600
H 1.668 0.599 -2.098 0.2649
H -0.033 -0.277 -1.942 0.2661
H 2.432 -1.168 -0.189 0.2508
H 1.275 1.483 0.227 0.2685
H -2.439 -0.063 1.294 0.2564
H -2.036 1.181 0.105 0.2584
H -1.308 1.048 1.905 0.2528